(1)
Density functional theory data (ωB97M-V/def2-TZVPD) for a molecular structure, C10H30BeO10 in a non-equilibrium geometry.

```
51
Properties=species:S:1:pos:R:3:lowdin_charge:R:1
Be -0.556 0.635 -0.150 1.159
C 4.329 -0.492 -0.316 -0.208
C 4.247 -0.318 1.191 -0.222
O 2.954 -0.314 1.754 -0.052
O 3.337 0.225 -1.058 -0.049
H 4.046 -1.491 -0.646 0.127
H 5.258 -0.350 -0.869 0.138
H 4.864 0.566 1.352 0.133
H 4.671 -1.238 1.593 0.132
H 3.089 -0.426 2.698 0.098
H 3.966 0.691 -1.613 0.090
C -4.740 -0.242 1.426 -0.275
C -4.091 -1.100 2.471 -0.268
O -2.772 -0.772 2.673 -0.047
O -4.444 -0.615 0.141 -0.013
H -4.555 0.831 1.473 0.132
H -5.823 -0.292 1.542 0.136
H -4.242 -2.161 2.274 0.136
H -4.705 -0.984 3.365 0.133
H -2.587 -1.005 3.586 0.102
H -5.299 -0.510 -0.284 0.109
C 1.274 -4.935 0.710 -0.190
C 2.203 -6.013 0.185 -0.213
O 1.334 -7.002 -0.411 -0.058
O 0.565 -4.140 -0.305 -0.032
H 1.663 -4.334 1.531 0.117
H 0.480 -5.402 1.292 0.128
H 2.886 -6.397 0.944 0.124
H 2.881 -5.731 -0.620 0.121
H 1.846 -7.513 -1.041 0.093
H 0.426 -4.785 -1.001 0.081
C -2.745 2.415 -4.381 -0.244
C -1.449 1.873 -5.086 -0.151
O -1.166 0.662 -4.355 -0.070
O -2.578 2.878 -3.077 -0.040
H -3.604 1.744 -4.413 0.128
H -3.173 3.131 -5.083 0.123
H -0.473 2.352 -5.014 0.126
H -1.615 1.611 -6.131 0.129
H -0.542 0.116 -4.839 0.093
H -3.173 3.630 -3.036 0.100
C 0.780 4.377 2.947 -0.214
C 1.049 5.077 1.616 -0.220
O 0.957 4.198 0.496 -0.062
O -0.401 3.619 2.725 -0.059
H 0.571 5.149 3.688 0.132
H 1.576 3.766 3.372 0.124
H 2.027 5.498 1.850 0.127
H 0.386 5.892 1.326 0.133
H 1.717 4.427 -0.044 0.092
H -0.651 3.199 3.551 0.094
```

The total energy comes out at -31704.34529 eV. The multiplicity is 1. The energy relative to the best compared isomer or geometry (same formula, charge and spin) is 11.468 eV. The value obtained for the orbital gap is 2.30 eV. Its net charge is +2. The calculation puts the HOMO energy at -14.710 eV. The molar mass comes out at 319.352 u.

(2)
Density functional theory data (ωB97M-V/def2-TZVPD) for a molecular structure, C10H30ClO5PbS5 in a non-equilibrium geometry.

```
52
Properties=species:S:1:pos:R:3:lowdin_charge:R:1
Pb 0.708 0.179 0.776 1.316
Cl 0.518 -0.564 3.398 -0.230
C -2.173 -3.315 -0.941 -0.249
S -0.762 -3.186 0.148 0.884
O -0.010 -1.961 -0.311 -0.694
C -1.635 -2.773 1.671 -0.254
H -1.820 -3.536 -1.945 0.056
H -2.712 -2.367 -0.971 0.051
H -2.816 -4.096 -0.538 0.060
H -2.655 -3.157 1.596 0.056
H -1.603 -1.702 1.828 0.000
H -1.173 -3.376 2.447 0.052
C -0.158 -0.328 -3.622 -0.237
S 0.621 1.169 -3.032 0.865
O 1.056 0.834 -1.635 -0.702
C 2.089 1.068 -4.023 -0.258
H 0.521 -1.165 -3.478 0.059
H -0.410 -0.191 -4.674 0.065
H -1.064 -0.436 -3.029 0.041
H 1.858 1.337 -5.058 0.065
H 2.518 0.066 -4.026 0.054
H 2.813 1.802 -3.674 0.062
C -1.068 4.620 2.708 -0.249
S -0.875 2.860 2.884 0.830
O -0.346 2.398 1.551 -0.726
C 0.535 2.867 3.984 -0.263
H -1.015 5.094 3.686 0.058
H -2.026 4.844 2.243 0.051
H -0.263 4.985 2.069 0.071
H 0.510 3.699 4.683 0.058
H 1.434 2.899 3.371 0.069
H 0.532 1.921 4.523 -0.002
C -2.854 2.703 -0.554 -0.230
S -3.004 0.916 -0.529 0.860
O -1.615 0.379 -0.365 -0.684
C -3.808 0.747 1.057 -0.238
H -3.715 3.166 -0.073 0.062
H -2.728 3.069 -1.567 0.057
H -1.966 2.912 0.046 0.028
H -4.761 1.274 1.025 0.064
H -3.183 1.141 1.860 0.050
H -3.984 -0.318 1.197 0.050
C 3.589 -2.709 -1.740 -0.248
S 4.013 -1.622 -0.391 0.864
O 2.726 -1.292 0.294 -0.706
C 4.793 -2.862 0.644 -0.239
H 3.046 -2.133 -2.489 0.037
H 2.937 -3.497 -1.368 0.065
H 4.515 -3.067 -2.189 0.066
H 5.840 -2.962 0.353 0.060
H 4.311 -3.828 0.513 0.059
H 4.722 -2.506 1.668 0.063
```

The total energy comes out at -93034.03030 eV. The multiplicity is 1. The energy relative to the best compared isomer or geometry (same formula, charge and spin) is 0.000 eV. The value obtained for the orbital gap is 9.13 eV. Its net charge is +1. The calculation puts the HOMO energy at -10.914 eV. The molar mass comes out at 633.333 u.

(3)
Density functional theory data (ωB97M-V/def2-TZVPD) for a molecular structure, C10H30LiO5S4 in a non-equilibrium geometry.

```
50
Properties=species:S:1:pos:R:3:lowdin_charge:R:1
Li -0.505 0.394 0.054 0.545
C 4.813 1.600 2.292 -0.043
C 3.587 2.120 1.452 -0.218
O 2.894 1.007 0.745 -0.130
H 5.743 1.704 1.985 0.020
H 4.517 0.807 2.823 0.028
H 4.814 2.230 3.205 0.088
H 4.114 2.755 0.846 0.071
H 2.979 2.673 2.114 0.083
H 1.974 1.338 0.565 0.017
C 2.625 -1.013 -2.271 -0.330
S 2.030 -1.844 -0.787 0.891
O 0.761 -1.020 -0.373 -0.643
C 1.337 -3.140 -1.713 -0.338
H 2.956 0.173 -2.015 0.114
H 1.945 -0.751 -3.272 0.107
H 3.655 -1.600 -2.609 0.105
H 1.115 -4.036 -0.966 0.093
H 2.166 -3.713 -2.125 0.050
H 0.350 -2.920 -2.271 0.086
C -3.599 -0.198 -2.722 -0.259
S -2.084 0.706 -3.066 0.943
O -1.407 0.605 -1.632 -0.649
C -1.239 -0.351 -4.173 -0.226
H -4.226 -0.409 -3.560 0.040
H -4.244 0.340 -1.944 0.098
H -3.458 -1.285 -2.635 0.063
H -1.658 -0.428 -5.110 0.050
H -1.076 -1.452 -3.566 0.158
H -0.435 0.000 -4.330 -0.089
C -2.855 -2.488 2.965 -0.223
S -2.575 -1.902 1.276 0.922
O -1.694 -0.633 1.257 -0.614
C -1.478 -3.242 0.802 -0.209
H -1.861 -2.847 3.235 0.064
H -3.348 -3.272 3.280 0.000
H -3.193 -1.638 3.583 0.078
H -2.016 -4.110 0.983 0.055
H -0.637 -3.103 1.157 -0.037
H -1.294 -3.074 -0.257 0.052
C -0.070 4.054 2.135 -0.302
S -0.664 3.266 0.686 0.952
O 0.279 1.981 0.660 -0.641
C -2.144 2.507 1.363 -0.244
H -0.625 4.893 2.503 0.050
H 0.826 4.607 2.138 0.039
H -0.051 3.514 3.172 0.123
H -2.938 3.255 1.366 0.062
H -1.660 2.091 2.297 0.084
H -2.446 1.853 0.458 0.062
```

The total energy comes out at -64626.80317 eV. The multiplicity is 1. The energy relative to the best compared isomer or geometry (same formula, charge and spin) is 2.821 eV. The value obtained for the orbital gap is 9.70 eV. Its net charge is +1. The calculation puts the HOMO energy at -11.669 eV. The molar mass comes out at 365.554 u.

(4)
Density functional theory data (ωB97M-V/def2-TZVPD) for 5 unconnected molecules or ions with the total composition C10H30NO8 in a non-equilibrium geometry.

```
49
Properties=species:S:1:pos:R:3:lowdin_charge:R:1
O -8.115 30.108 21.654 -0.370
H -8.245 30.001 20.712 -0.036
C -7.325 28.530 15.740 -0.066
C -8.822 28.784 15.718 -0.426
C -9.394 29.046 17.122 -0.217
O -8.854 28.119 18.034 -0.183
C -9.567 28.127 19.255 -0.095
N -9.014 30.040 14.946 0.011
H -6.787 29.351 16.205 0.089
H -7.003 28.322 14.718 0.071
H -7.138 27.638 16.342 0.076
H -9.370 27.974 15.227 0.128
H -10.491 29.060 17.154 0.122
H -9.095 30.064 17.405 0.127
H -9.723 29.109 19.711 0.081
H -8.997 27.553 19.983 0.076
H -10.552 27.670 19.115 0.091
H -8.598 29.876 14.034 0.058
H -9.995 30.235 14.768 0.064
C -7.577 33.353 20.568 -0.241
C -8.920 33.162 19.881 -0.253
O -9.714 32.174 20.518 -0.094
O -6.771 32.205 20.269 -0.104
H -7.612 33.436 21.659 0.106
H -6.995 34.218 20.248 0.108
H -8.583 32.719 18.933 0.106
H -9.510 34.055 19.685 0.107
H -9.144 31.483 20.925 0.027
H -7.049 31.471 20.858 0.030
C -7.021 26.659 22.323 -0.283
C -8.127 26.944 23.344 -0.253
O -9.167 27.718 22.776 -0.092
O -6.296 27.795 21.917 -0.077
H -7.483 26.147 21.466 0.102
H -6.316 25.913 22.702 0.106
H -7.651 27.463 24.184 0.118
H -8.589 26.001 23.639 0.109
H -8.751 28.555 22.465 0.021
H -6.914 28.551 21.794 0.042
C -8.752 31.841 24.566 -0.260
C -7.253 31.884 24.831 -0.256
O -6.403 31.690 23.702 -0.086
O -9.183 30.590 24.078 -0.092
H -8.980 32.613 23.816 0.111
H -9.280 32.142 25.473 0.109
H -6.884 31.249 25.646 0.108
H -6.974 32.911 25.121 0.108
H -6.813 31.067 23.071 0.049
H -8.742 30.349 23.218 0.025
```

The total energy comes out at -28726.66652 eV. The multiplicity is 1. The energy relative to the best compared isomer or geometry (same formula, charge and spin) is 0.000 eV. The value obtained for the orbital gap is 9.19 eV. Its net charge is -1. The calculation puts the HOMO energy at -6.283 eV. The molar mass comes out at 292.349 u.